Molecular formula: C22H24N4O4S
Method: DFT, ωB97M-V/def2-TZVPD

Each line ends with the natural charge from an NBO analysis.
Atoms and positions in Å:
S -3.16 -0.78 0.97  0.2286
O -0.11 -2.86 2.10  -0.6242
O -1.89 -0.48 -2.00  -0.6766
O 4.92 -0.78 -1.14  -0.4997
O -1.11 3.59 -0.13  -0.6141
N -3.88 0.57 -1.96  -0.6154
N -2.02 1.61 0.50  -0.4493
N -0.78 -0.01 1.66  -0.5396
N -0.37 -2.08 -0.03  -0.6623
C -2.31 -2.31 1.46  -0.6051
C 2.53 -0.45 -1.58  -0.2930
C 3.33 -2.07 -0.01  -0.2412
C 1.24 -0.82 -1.29  -0.2417
C 0.31 2.02 0.97  -0.2342
C 2.67 1.06 2.06  -0.1722
C 1.48 2.78 0.88  -0.1433
C 2.04 -2.44 0.29  -0.2405
C -3.87 -1.79 -2.42  -0.7185
C -0.94 2.51 0.40  0.6737
C -1.85 0.39 1.08  0.3425
C 5.10 1.65 -1.31  -0.6415
C 5.29 0.29 -1.97  -0.0602
C -0.80 -2.39 1.22  0.7168
C 0.33 0.78 1.61  0.2591
C -3.28 2.06 -0.05  -0.2346
C 3.60 -1.06 -0.93  0.2904
C -3.36 1.86 -1.58  -0.2365
C 0.97 -1.80 -0.34  0.1932
C 2.65 2.30 1.42  -0.2337
C 1.53 0.30 2.16  -0.2232
C -3.10 -0.52 -2.11  0.7168
H -4.51 -1.64 -3.28  0.2313
H -2.47 -2.45 2.53  0.2540
H 1.43 3.74 0.38  0.2325
H -4.88 0.45 -1.95  0.3958
H -2.82 -3.10 0.90  0.2434
H 4.05 1.82 -1.07  0.2185
H 2.69 0.33 -2.32  0.2150
H 3.60 0.69 2.47  0.2188
H -3.17 -2.59 -2.63  0.2438
H 3.55 2.89 1.35  0.2163
H -4.10 1.54 0.45  0.2138
H 6.36 0.13 -2.17  0.1908
H 0.41 -0.33 -1.79  0.2351
H -4.00 2.63 -2.01  0.2119
H -2.36 1.96 -2.00  0.2426
H 4.76 0.24 -2.93  0.1678
H 1.85 -3.21 1.01  0.2491
H 5.67 1.69 -0.38  0.2109
H 4.17 -2.55 0.47  0.2207
H -4.48 -2.06 -1.56  0.2324
H -1.02 -1.63 -0.67  0.4291
H 5.44 2.44 -1.97  0.2129
H -3.34 3.14 0.16  0.2487
H 1.52 -0.66 2.64  0.2441

Output
- spin multiplicity = 1
- energy above the lowest of the compared OMol25 structures with the same formula, charge and spin (kJ/mol) = 80.7
- HOMO (eV) = -7.5
- orbital gap (eV) = 7.762
- net charge = 0
- lowest unoccupied orbital energy (eV) = 0.2
- calculated total energy (hartree) = -1770.99935
- SMILES = CCOc1ccc(NC(=O)CSc2nc3ccccc3c(=O)n2CCNC(C)=O)cc1